The following is a DFT calculation (the ωB97M-V functional and the def2-TZVPD basis) of 6 unconnected molecules or ions with the total composition C30H69N9O6.

Computed properties:
**HOMO**: -8.5 eV
**Spin multiplicity**: 1
**Net charge**: 0
**F_max**: 2.88 eV/A
**DFT total energy**: -2128.68107 hartree
**SMILES**: CC1(C)CCCC(C)(C)N1O.CC1(C)CCCC(C)(C)N1O.CC1(C)CCCC(C)(C)N1O.NC(N)=O.NC(N)=O.NC(N)=O

Each line ends with the Mulliken charge.
Positions of all 114 atoms, in Å:
C -20.83288 5.97418 5.36774  -2.520
C -19.30987 6.11653 5.29725  2.326
C -18.89058 6.61206 3.89575  -1.266
C -18.88657 7.17869 6.28022  -1.448
C -17.36761 7.14409 6.51307  -0.435
C -16.95230 5.78046 6.93307  -1.553
C -17.30932 4.65476 6.01761  2.022
C -16.46320 4.67174 4.74807  -1.762
C -17.07067 3.33989 6.70827  -2.230
N -18.78585 4.81710 5.78531  -0.109
O -19.13452 3.86564 4.78243  -0.512
H -21.29929 5.35327 4.61161  0.473
H -21.08613 5.58775 6.35841  0.524
H -21.34993 6.92205 5.23727  0.436
H -19.76158 6.90670 3.25551  -0.013
H -18.20944 7.45788 3.92471  0.254
H -18.54131 5.76724 3.36351  0.333
H -19.30558 8.11499 5.93043  0.371
H -19.33420 6.96702 7.26446  0.420
H -16.87241 7.50257 5.58741  0.283
H -17.19094 7.74234 7.40190  0.424
H -17.45378 5.54197 7.85880  0.446
H -15.89516 5.67889 7.18112  0.385
H -16.69554 3.82779 4.07411  0.321
H -15.45272 4.43971 5.13433  0.510
H -16.30674 5.64097 4.33277  0.368
H -17.07341 2.57180 5.99340  0.544
H -17.82100 3.19950 7.47652  0.441
H -16.07672 3.29492 7.10704  0.472
H -19.29773 3.02827 5.31049  0.280
C -19.54993 5.51145 -3.97907  -1.830
C -20.76736 6.39369 -4.27128  1.750
C -21.96378 5.49731 -4.48668  -1.063
C -21.01213 7.17831 -2.99319  -0.509
C -21.93482 8.38530 -3.10347  -0.012
C -21.44283 9.23266 -4.27114  -1.619
C -21.26764 8.55221 -5.59948  1.820
C -22.60845 8.35020 -6.20384  -1.694
C -20.43670 9.36445 -6.57349  -2.020
N -20.44489 7.32052 -5.34219  0.286
O -20.27378 6.60297 -6.50796  -0.513
H -19.44586 4.70492 -4.72136  0.392
H -18.58667 6.01589 -3.90163  0.469
H -19.62777 5.08784 -2.97503  0.209
H -21.80111 4.62291 -3.85840  0.372
H -22.90797 5.99983 -4.15221  -0.040
H -22.20889 5.13573 -5.46506  0.249
H -21.56311 6.45739 -2.32815  -0.318
H -20.04229 7.46160 -2.42975  0.333
H -23.00213 8.06672 -3.28623  0.117
H -21.96458 8.99067 -2.19364  0.272
H -20.46782 9.69399 -4.07436  0.285
H -22.17625 10.06798 -4.36257  0.471
H -22.53524 7.97804 -7.20383  0.360
H -23.26073 9.27409 -6.12517  0.360
H -23.20254 7.67754 -5.58960  0.375
H -20.89957 10.34448 -6.76226  0.398
H -20.41161 8.86068 -7.55238  0.373
H -19.39435 9.34242 -6.21208  0.431
H -19.32313 6.66741 -6.65510  0.364
C -24.16602 5.30061 3.05357  -2.275
C -25.10750 4.95308 1.92214  1.861
C -25.77745 3.56235 2.16245  -1.762
C -26.26844 5.98734 2.04244  -1.344
C -27.21064 5.87638 0.90120  -0.624
C -26.45761 6.02406 -0.39490  -1.068
C -25.26701 5.07383 -0.52152  1.691
C -25.79702 3.66066 -0.95199  -1.982
C -24.35577 5.48320 -1.72465  -1.838
N -24.42084 5.13152 0.66600  1.757
O -23.54860 3.97444 0.68896  -0.740
H -24.72830 5.39748 3.97555  0.438
H -23.27187 4.68015 3.14554  0.422
H -23.81364 6.31679 2.81493  0.393
H -25.05569 2.78486 2.44126  0.336
H -26.38255 3.60774 3.06018  0.448
H -26.31144 3.18257 1.33839  0.267
H -26.75445 5.85690 2.98315  0.493
H -25.74134 6.94794 2.11227  0.382
H -27.75697 4.90321 0.90519  0.332
H -27.97003 6.67446 0.97885  0.433
H -26.06357 7.11555 -0.47729  0.281
H -27.12849 5.85408 -1.22510  0.399
H -26.69647 3.27379 -0.45913  0.445
H -24.96786 2.95231 -0.89709  0.387
H -26.09688 3.64332 -1.97863  0.484
H -23.70204 4.64999 -2.00333  0.498
H -23.68545 6.29989 -1.49518  -0.319
H -25.01170 5.70741 -2.62541  0.404
H -22.69807 4.45404 0.74625  0.022
N -22.53666 7.50619 0.92182  0.396
C -22.67351 8.83355 0.55451  0.305
N -23.94862 9.11956 0.10330  -0.398
O -21.82538 9.70355 0.71262  -0.734
H -23.34736 6.88444 0.83828  -0.173
H -21.68459 7.19480 1.38655  -0.060
H -23.95972 9.95606 -0.42783  0.325
H -24.28388 8.33756 -0.47763  0.060
N -20.26227 3.33035 -0.20297  -0.324
C -20.28702 4.02305 0.94059  0.469
N -19.41204 3.55852 1.92281  -0.013
O -20.99192 4.99077 1.18536  -0.690
H -20.57570 3.85410 -1.00502  -0.060
H -19.48781 2.69754 -0.32916  0.435
H -19.57977 3.80931 2.89123  0.029
H -19.12322 2.57672 1.75673  0.307
N -15.49019 2.58513 -0.94622  -0.484
C -16.77519 2.89337 -0.56815  0.545
N -17.17417 4.16169 -0.63167  -0.195
O -17.58833 2.12756 -0.03426  -0.710
H -14.99201 3.22325 -1.55583  0.224
H -15.43167 1.61486 -1.25058  0.296
H -17.86993 4.35399 0.07618  0.149
H -16.64154 4.95605 -0.95003  0.226

The following is a DFT calculation (the ωB97M-V functional and the def2-TZVPD basis) of a molecular structure, C24H26N6OPtS4.

Computed properties:
**HOMO**: -14.2 eV
**Spin multiplicity**: 1
**Net charge**: +2
**F_max**: 0.61 eV/A
**DFT total energy**: -3045.53636 hartree

Each line ends with the Mulliken charge.
Positions of all 62 atoms, in Å:
Pt -0.99275 -0.68038 1.27949  1.798
C -4.82814 -4.00847 -1.15745  -0.857
S -3.39418 -3.13966 -1.82535  0.075
C -2.95132 -2.13131 -0.51118  0.290
S -1.74682 -0.89779 -0.93255  -0.357
N -3.48145 -2.21550 0.66871  -0.906
N -2.96768 -1.21103 1.45777  0.376
C -3.74779 -0.38552 2.04232  -0.268
C -3.16250 0.85578 2.54400  0.717
C -3.86878 1.76425 3.30913  -0.926
C -3.23256 2.93134 3.71296  -0.392
C -1.91369 3.13905 3.34592  -0.836
C -1.26866 2.18900 2.56734  -0.040
N -1.88571 1.08475 2.15568  -0.317
H -5.33941 -4.43700 -2.01629  0.372
H -5.48220 -3.30823 -0.64661  0.294
H -4.50929 -4.79615 -0.48088  0.299
H -4.81756 -0.56503 2.05120  0.468
H -4.89337 1.55710 3.58614  0.488
H -3.76071 3.66278 4.30931  0.464
H -1.37990 4.02889 3.64761  0.468
H -0.24203 2.31692 2.24823  0.508
S 0.12943 -2.69189 1.03168  -0.223
C 0.49900 -2.37941 2.72620  0.521
C 1.30630 -3.08692 3.59669  -0.811
C 1.40039 -2.62609 4.89895  -0.149
C 0.70168 -1.48761 5.29661  -0.860
C -0.07032 -0.82237 4.37098  -0.082
N -0.15758 -1.26937 3.11271  -0.288
H 1.83772 -3.96640 3.26130  0.461
H 2.01963 -3.15447 5.61147  0.439
H 0.75363 -1.12607 6.31293  0.425
H -0.63956 0.06394 4.61923  0.432
C 2.68001 3.29533 -0.54461  -0.934
C 1.62783 3.41150 -1.63818  -0.402
C 0.49557 2.40001 -1.50472  -0.700
N 0.96692 1.03060 -1.75024  0.004
C 1.28790 0.11987 -0.86735  0.188
S 1.07918 0.37565 0.87245  -0.395
N 1.78796 -1.06654 -1.22152  0.174
C 1.91518 -1.67012 -2.54093  0.135
O 1.59672 -2.81794 -2.63259  -0.501
C 2.44713 -0.82624 -3.62818  0.001
C 2.04218 -1.10749 -4.93284  -0.467
C 2.55847 -0.36753 -5.98281  -0.635
C 3.49250 0.63051 -5.73478  -0.463
C 3.91576 0.89623 -4.43698  -0.685
C 3.39023 0.17390 -3.37993  0.175
H 3.44557 4.05991 -0.66488  0.378
H 3.18815 2.32752 -0.56802  0.194
H 2.23926 3.41937 0.44646  0.219
H 2.09070 3.29168 -2.62182  0.290
H 1.18132 4.40746 -1.63336  0.401
H -0.28505 2.59296 -2.23988  0.449
H 0.04633 2.42462 -0.51362  0.141
H 1.17170 0.80910 -2.72059  0.327
H 1.83852 -1.74575 -0.46808  0.250
H 1.33275 -1.90573 -5.10709  0.475
H 2.24410 -0.57645 -6.99595  0.428
H 3.90403 1.19771 -6.55890  0.422
H 4.66606 1.65362 -4.25491  0.477
H 3.73921 0.35909 -2.37040  0.471

The following is a DFT calculation (the ωB97M-V functional and the def2-TZVPD basis) of a molecular structure, C4H5N3O.

Computed properties:
**HOMO**: -9.9 eV
**Spin multiplicity**: 1
**Net charge**: 0
**F_max**: 12.68 eV/A
**DFT total energy**: -394.73356 hartree

Each line ends with the Mulliken charge.
Positions of all 13 atoms, in Å:
C -0.92633 -0.06114 1.42655  -0.669
C -0.24826 0.02818 -0.03246  0.795
C 0.46091 -1.03672 -0.47641  -0.492
C 1.28444 -0.58925 -1.49682  -0.129
H -1.83129 1.73638 1.08004  0.435
H -1.38490 -0.96487 1.29042  0.443
H -0.11472 -0.50955 2.00213  0.336
H 0.58974 -1.85899 0.18553  0.353
H 1.84579 -1.41124 -2.06524  0.329
N 1.38168 0.72501 -1.96592  -0.215
N 0.59350 1.68039 -1.48366  -0.454
N -0.18922 1.34954 -0.38276  -0.169
O -1.46134 0.91226 1.91859  -0.565

The following is a DFT calculation (the ωB97M-V functional and the def2-TZVPD basis) of a molecular structure, C20H47ClF5NbO14PS.

Computed properties:
**HOMO**: -6.1 eV
**Spin multiplicity**: 1
**Net charge**: -1
**F_max**: 3.95 eV/A
**DFT total energy**: -3599.50067 hartree

Each line ends with the Mulliken charge.
Positions of all 90 atoms, in Å:
O 6.78391 0.94915 2.24951  -0.622
P 6.80064 2.32697 1.70612  0.920
O 7.75639 2.43759 0.42398  -0.541
O 7.56300 3.34336 2.68577  -0.550
Nb 4.34407 3.01308 1.21894  -0.567
Cl 4.88496 4.25647 -0.73857  -0.392
S 1.79877 3.05964 0.89185  0.786
O 1.21643 4.17403 1.61514  -0.738
O 1.53515 3.04030 -0.53203  -0.409
C 0.90821 1.53839 1.57805  0.520
F -0.36225 1.61106 1.12651  -0.160
F 0.90741 1.58210 2.91458  -0.243
C 1.45623 0.16684 1.12739  0.488
F 1.75813 0.15928 -0.16854  -0.195
F 0.48653 -0.74346 1.32728  -0.305
F 2.50558 -0.21086 1.82986  -0.214
H 7.39636 1.88532 -0.27532  0.346
H 6.99577 3.51952 3.44172  0.329
H 4.45802 4.43842 2.37548  0.048
H 3.96000 2.08111 2.69841  0.261
H 4.27344 1.41321 0.31304  0.234
C -1.07127 1.72229 -3.22123  -0.745
O -0.13094 1.50460 -4.25023  -0.378
C 1.20518 1.55943 -3.76684  -0.062
C 2.12914 0.73456 -4.62688  -0.515
O 2.03214 -0.66692 -4.41779  -0.446
C 0.90915 -1.34072 -4.94707  -0.335
C 0.96107 -1.56645 -6.44022  -0.578
O 0.65240 -0.38509 -7.15875  -0.257
C 1.22580 -0.36110 -8.44075  -0.771
H -0.99234 2.73549 -2.81181  0.375
H -2.06346 1.58381 -3.64907  0.316
H -0.93601 1.00422 -2.40397  0.317
H 1.24886 1.20270 -2.73272  -0.090
H 1.53909 2.60479 -3.78001  0.426
H 3.15010 0.98900 -4.33641  0.427
H 2.00807 0.98789 -5.68290  0.176
H -0.02542 -0.85324 -4.66083  0.152
H 0.93090 -2.32691 -4.47690  0.386
H 0.22782 -2.34254 -6.70475  0.395
H 1.96148 -1.92484 -6.71072  0.341
H 2.31576 -0.47230 -8.39089  0.329
H 0.99338 0.60497 -8.88485  0.230
H 0.81677 -1.15335 -9.08153  0.320
C 2.98289 -1.26389 5.10595  -0.649
O 1.98935 -2.26741 5.20222  -0.362
C 1.36839 -2.54976 3.95888  -0.281
C 0.85443 -3.96891 3.93882  -0.471
O 1.85993 -4.95257 3.74753  -0.463
C 2.70798 -5.25673 4.83765  -0.362
C 2.06917 -6.11449 5.90466  -0.561
O 1.19620 -5.36082 6.72657  -0.257
C 0.18662 -6.14260 7.31214  -0.772
H 2.54885 -0.29481 4.83833  0.221
H 3.45905 -1.18192 6.08118  0.290
H 3.74869 -1.52971 4.36980  0.330
H 2.07054 -2.41308 3.13052  0.210
H 0.52987 -1.85468 3.81996  0.376
H 0.20268 -4.06572 3.06777  0.400
H 0.25624 -4.17760 4.82864  0.164
H 3.14309 -4.35508 5.27286  0.159
H 3.51953 -5.84423 4.40186  0.391
H 2.86359 -6.54426 6.53219  0.401
H 1.52313 -6.93451 5.42279  0.343
H -0.40508 -6.66391 6.54975  0.328
H -0.46825 -5.47083 7.86367  0.232
H 0.60147 -6.88350 8.00800  0.321
C -3.16050 2.21806 0.47901  -0.674
O -4.47631 1.85590 0.10510  -0.285
C -5.46742 2.56470 0.81652  -0.523
C -6.74637 2.64656 0.01764  -0.390
O -6.71337 3.59360 -1.03767  -0.456
C -5.97306 3.26310 -2.20040  -0.313
C -6.64657 2.25984 -3.10578  -0.594
O -6.53771 0.94504 -2.59178  -0.214
C -7.56743 0.09750 -3.03491  -0.815
H -2.94930 1.93782 1.51523  0.411
H -2.47674 1.68822 -0.17719  0.033
H -3.00105 3.29528 0.35798  0.354
H -5.12311 3.58018 1.04768  0.324
H -5.67536 2.04380 1.76323  0.407
H -7.52889 3.00709 0.68942  0.391
H -7.04074 1.65774 -0.34060  0.169
H -4.96003 2.94154 -1.95193  0.140
H -5.90043 4.19923 -2.75829  0.400
H -6.16218 2.29784 -4.09190  0.405
H -7.70162 2.53543 -3.22411  0.349
H -8.55384 0.50035 -2.77357  0.334
H -7.43771 -0.86141 -2.53721  0.237
H -7.52309 -0.05820 -4.12022  0.313

Number 1: E_LUMO 0.2785 eV. Number 2: E_LUMO -6.8694 eV. Number 3: E_LUMO -0.4209 eV. Number 4: E_LUMO 0.5928 eV.